One molecule with the formula C6H6. Source: OMol25; level of theory: wB97M-V/def2-TZVPD.

The geometry in XYZ format:
```
12
Properties=species:S:1:pos:R:3:forces:R:3:mulliken_charge:R:1
C -1.72705 1.66614 -1.75738 0.170 -0.203 0.378 0.134
C -1.28262 1.10300 -0.79026 -0.182 0.252 -0.393 -0.449
C -0.65468 0.39623 0.32951 -0.041 -0.010 0.050 -0.653
C 0.79416 0.01783 -0.03405 0.055 -0.023 -0.088 -0.659
C 1.39878 -0.92331 0.91081 0.191 -0.423 0.224 -0.487
C 1.86592 -1.79150 1.60190 -0.159 0.316 -0.277 0.114
H -2.11986 2.16741 -2.61439 0.038 -0.086 0.169 0.398
H -1.22240 -0.50907 0.57219 0.064 0.137 -0.090 0.314
H -0.66309 1.02527 1.22680 -0.005 -0.090 -0.135 0.283
H 0.79766 -0.46649 -1.01653 -0.029 0.112 0.078 0.295
H 1.39178 0.93100 -0.13310 -0.034 -0.181 0.080 0.301
H 2.29042 -2.58759 2.17223 -0.069 0.199 0.002 0.410
```
Forces are in eV/Å.

Summary:
Spin multiplicity: 1
SMILES string: C#CCCC#C
HOMO-LUMO gap, eV: 10.987
Lowest unoccupied orbital energy, eV: 0.972

C16H10Cl6Pt as an isolated structure. Source: OMol25; level of theory: wB97M-V/def2-TZVPD.

The geometry in XYZ format:
```
33
Properties=species:S:1:pos:R:3:forces:R:3:mulliken_charge:R:1
C -1.70404 -1.83897 -0.64580 -0.926 1.536 -0.444 -0.402
C -1.13979 -2.01793 -1.97792 -0.621 -0.012 -0.167 -0.853
C -1.31372 -0.84059 -2.69580 -0.081 -0.092 -0.064 -0.353
H -0.76087 -2.96760 -2.35166 0.048 0.356 0.141 0.471
C -1.93924 0.13221 -1.86719 -0.113 -0.317 -0.515 -0.671
C -2.14304 -0.41680 -0.57142 -0.050 -1.711 0.004 -0.558
H -2.84086 -0.04693 0.17560 0.198 0.023 -0.253 0.596
H -2.00288 -2.58966 0.07682 -0.246 -0.238 -0.525 0.749
H -1.08022 -0.69762 -3.75450 0.072 -0.033 0.522 0.469
H -2.33345 1.08382 -2.21989 0.337 -0.167 0.232 0.517
Pt -0.25705 -0.95771 0.57661 0.785 -0.921 0.173 0.570
Cl 0.49036 -3.19759 0.81163 0.421 -0.416 0.213 -0.505
C 2.16410 -0.81861 -0.57121 -0.413 -0.335 0.686 -0.524
C 2.41912 0.43811 -1.21065 -0.642 -0.516 1.030 -0.800
C 2.49015 0.23560 -2.59810 0.000 -2.635 -1.550 -0.460
H 2.45962 1.38543 -0.69334 0.127 -0.029 -0.094 0.625
C 2.38457 -1.18849 -2.83865 0.442 3.033 -0.632 -0.474
C 2.20059 -1.81664 -1.57765 -0.588 0.059 1.010 -0.441
H 2.01143 -2.87078 -1.39044 0.195 0.273 -0.065 0.495
H 2.08544 -1.05586 0.50994 0.756 0.378 -0.852 0.967
H 2.59122 1.00679 -3.35832 0.069 -0.261 0.235 0.425
H 2.45203 -1.67884 -3.81352 -0.102 0.223 0.479 0.427
Cl -1.11648 -1.23569 3.67983 -0.123 -0.385 0.231 -0.171
C -0.80915 0.36686 3.17622 0.318 1.623 -0.228 0.645
C -0.50765 0.59517 1.82666 -0.053 0.804 0.281 -1.417
C -0.35192 1.90233 1.37349 0.189 0.297 1.422 0.651
Cl -0.20643 2.17131 -0.31589 0.248 0.679 -0.142 -0.067
C -0.26163 2.97350 2.28710 -0.257 -0.819 0.209 0.216
Cl 0.14619 4.52833 1.72958 0.047 0.518 -0.092 -0.191
C -0.49873 2.74895 3.66141 -0.342 -0.947 -0.869 0.119
Cl -0.47453 4.05006 4.77057 0.047 0.042 0.054 -0.175
C -0.84625 1.44478 4.08720 0.251 0.024 -0.725 0.298
Cl -1.30688 1.17305 5.70930 0.005 -0.036 0.296 -0.177
```
Forces are in eV/Å.

Summary:
Spin multiplicity: 5
HOMO-LUMO gap (spin up / spin down), eV: 8.076 / 6.117
⟨S²⟩: 6.038
Lowest unoccupied orbital energy (spin up / spin down), eV: 0.469 / -2.736

C28H39AsBN2O6SV as an isolated structure. Source: OMol25; level of theory: wB97M-V/def2-TZVPD.

The geometry in XYZ format:
```
79
Properties=species:S:1:pos:R:3:forces:R:3:mulliken_charge:R:1
V 0.54665 0.59603 0.61092 0.576 0.874 -1.457 0.703
O 1.06136 -2.13636 3.22534 0.269 0.032 -0.253 -0.726
S 0.41212 -1.19675 2.37371 -1.089 -2.816 2.150 1.114
O -1.02771 -1.29171 2.36536 -0.270 -0.123 -0.005 -0.435
O 0.83556 0.18969 2.57181 0.264 0.926 0.106 -0.629
O 0.80436 -1.54365 0.80917 -1.203 -0.168 1.251 -0.736
N 2.35150 1.79823 0.96925 0.058 -0.176 0.419 -0.332
C 3.11636 2.42606 -0.09524 0.315 0.570 -0.405 -0.418
C 2.29593 3.41970 -0.92303 0.159 -0.469 0.013 -1.245
C 1.10624 2.75195 -1.63134 -0.225 0.271 0.373 0.026
C -0.22216 3.12966 -0.98879 0.042 0.194 -0.749 -0.197
N -0.22851 2.64184 0.38650 -0.401 0.315 0.552 -0.693
H 2.16588 2.45754 1.72430 0.063 -0.026 -0.076 0.326
H 2.87038 1.02869 1.39162 0.255 -0.004 0.052 0.223
H 3.43535 1.64365 -0.78125 0.061 -0.015 0.127 -0.029
H 4.01131 2.94102 0.29409 -0.153 -0.218 -0.111 0.417
H 2.96805 3.85530 -1.66344 0.007 0.082 0.066 0.429
H 1.94845 4.23488 -0.28608 -0.016 0.190 0.022 0.360
H 1.19767 1.65663 -1.54970 0.155 -0.012 -0.330 -0.188
H 1.08207 3.02450 -2.68657 0.004 -0.176 -0.024 0.746
H -1.03681 2.64659 -1.53639 0.111 0.137 0.164 -0.230
H -0.37598 4.21831 -1.04083 -0.011 -0.179 -0.003 0.481
H -1.17957 2.64192 0.75467 0.135 0.205 -0.016 0.061
H 0.31193 3.27553 0.97528 -0.201 -0.101 -0.060 0.367
C 3.78010 -3.28413 1.39705 -0.103 0.431 0.003 -1.916
C 4.12717 -1.84380 0.99170 0.233 -0.365 -0.071 1.016
C 5.45220 -1.44434 1.63603 -0.440 0.019 -0.199 -1.776
O 3.08837 -0.97799 1.46294 0.219 -0.088 0.078 -0.761
B 2.05952 -1.06955 0.48267 2.479 1.635 -1.200 1.862
O 2.64738 -1.35552 -0.76941 -0.145 -0.534 -0.233 -0.625
C 4.03387 -1.65115 -0.56306 0.393 -0.048 -0.057 2.021
C 4.41028 -2.87927 -1.39480 -0.187 0.364 0.245 -1.926
C 4.89153 -0.47061 -1.03639 -0.360 -0.322 0.188 -2.212
H 3.49119 -3.29171 2.44558 0.074 0.013 0.089 0.530
H 4.62604 -3.95092 1.24255 0.001 -0.098 -0.066 0.397
H 2.92237 -3.63379 0.82802 -0.072 -0.161 -0.050 0.288
H 5.41761 -1.70268 2.68944 0.040 -0.068 0.159 0.481
H 5.64090 -0.37717 1.56042 -0.005 0.092 -0.054 0.340
H 6.27087 -1.98030 1.16608 0.189 -0.107 -0.034 0.355
H 3.68023 -3.67272 -1.27937 -0.031 -0.111 0.057 0.340
H 5.39386 -3.23642 -1.10035 0.146 -0.120 -0.019 0.355
H 4.44177 -2.59517 -2.44460 0.019 -0.016 -0.109 0.488
H 4.86606 0.33177 -0.30981 0.063 0.181 0.025 0.366
H 4.50438 -0.11334 -1.98656 -0.030 0.041 -0.152 0.469
H 5.92036 -0.78539 -1.17415 0.224 0.006 0.003 0.418
C -4.82647 -3.82795 0.29974 0.047 0.067 -0.007 -0.535
C -4.48672 -3.10805 1.43404 -0.089 0.038 -0.029 -0.912
C -3.55506 -2.09082 1.35444 0.247 0.052 0.130 -0.370
C -2.94309 -1.77502 0.14502 0.249 -0.297 0.027 0.663
C -3.25665 -2.53058 -0.98006 0.326 0.328 -0.098 -0.441
C -4.19715 -3.54550 -0.90042 -0.117 -0.134 -0.044 -0.644
As -1.75270 -0.19902 0.13094 -2.377 0.225 -1.039 1.921
C -2.36728 0.45748 -1.67328 0.502 -0.017 0.181 0.582
C -1.73216 -0.15356 -2.75622 0.215 -0.199 0.400 -0.846
C -2.05292 0.17880 -4.05941 0.022 -0.063 -0.217 -0.845
C -2.98523 1.17265 -4.30731 0.039 0.058 -0.128 -0.601
C -3.55680 1.85416 -3.24848 -0.074 0.032 0.007 -0.616
C -3.25109 1.49870 -1.94498 -0.107 -0.068 0.397 -0.527
C -2.98938 0.86299 1.20937 -0.039 0.107 0.130 0.475
C -2.54332 1.54422 2.33533 0.201 -0.171 0.009 -0.600
C -3.43243 2.27540 3.11046 -0.068 0.153 0.097 -0.781
C -4.77347 2.33711 2.76685 0.077 0.005 0.048 -0.663
C -5.23367 1.63054 1.66595 -0.054 -0.024 -0.032 -0.932
C -4.34906 0.89144 0.90259 0.060 -0.118 -0.165 -0.706
H -5.57830 -4.59901 0.35529 -0.063 -0.145 -0.020 0.401
H -4.96042 -3.32520 2.38027 -0.014 -0.033 0.079 0.415
H -3.26870 -1.54354 2.24144 -0.160 -0.052 0.022 0.395
H -2.77522 -2.32392 -1.93131 -0.131 -0.030 0.101 0.321
H -4.44872 -4.11493 -1.78392 0.019 -0.021 -0.079 0.418
H -0.96511 -0.90264 -2.54986 -0.135 0.041 -0.195 0.532
H -1.58350 -0.33524 -4.88791 0.062 -0.016 0.013 0.441
H -3.25044 1.43034 -5.32222 0.011 0.019 -0.085 0.391
H -4.25124 2.66138 -3.43469 -0.056 0.044 -0.007 0.424
H -3.71282 2.04186 -1.12771 0.012 -0.009 -0.106 0.364
H -1.49982 1.45037 2.63489 -0.143 0.053 0.009 0.419
H -3.08200 2.79052 3.99371 0.054 0.028 0.048 0.473
H -5.46294 2.91871 3.36236 -0.021 0.011 0.064 0.416
H -6.28478 1.64381 1.41303 -0.048 0.005 -0.029 0.432
H -4.70781 0.30943 0.05872 -0.060 0.079 0.108 0.631
```
Forces are in eV/Å.

Summary:
Spin multiplicity: 3
HOMO-LUMO gap (spin up / spin down), eV: 6.899 / 5.643
⟨S²⟩: 2.090
Lowest unoccupied orbital energy (spin up / spin down), eV: 0.099 / 0.099

no.,DFT total energy (hartree)
1,-232.08928
2,-3495.94918
3,-5254.21530